{
  "formula": "C35H60BF6N11OTa",
  "method": "ωB97M-V/def2-TZVPD",
  "total_charge": 3,
  "e_above_lowest_kcal_mol": 0.0,
  "orbital_gap_ev": 6.896,
  "lumo_energy_ev": -9.75,
  "max_force_ev_per_a": 1.077,
  "total_energy_ha": -2727.695751,
  "species": ["Ta", "C", "C", "C", "C", "C", "C", "C", "C", "C", "N", "N", "B", "N", "N", "C", "C", "C", "C", "C", "C", "C", "C", "C", "N", "N", "C", "C", "C", "C", "C", "C", "C", "C", "C", "H", "H", "H", "H", "H", "H", "H", "H", "H", "H", "H", "H", "H", "H", "H", "H", "H", "H", "H", "H", "H", "H", "H", "H", "H", "H", "H", "H", "H", "H", "H", "H", "H", "H", "H", "H", "H", "H", "H", "H", "H", "H", "H", "H", "H", "H", "C", "N", "C", "C", "N", "N", "C", "N", "N", "H", "H", "H", "H", "H", "H", "H", "H", "H", "H", "H", "C", "C", "O", "C", "F", "F", "F", "C", "F", "F", "F", "H", "H", "H"],
  "xyz": [[0.079260, -0.272737, -0.071664], [-1.222051, 3.454869, -3.062268], [-1.626885, 2.831783, -1.722842], [-2.891612, 3.492183, -1.165637], [-0.500873, 2.948513, -0.733450], [0.079309, 4.147660, -0.389448], [1.120183, 3.870475, 0.492436], [2.073192, 4.950331, 0.949141], [3.036994, 4.689461, 2.096502], [2.866337, 5.408939, -0.289029], [1.130505, 2.540884, 0.683991], [0.143663, 1.941893, -0.079217], [1.822771, 1.623909, 1.706353], [0.688644, 0.950239, 2.561190], [-0.183953, -0.001677, 2.021583], [-0.997670, -0.436148, 3.053787], [-0.652332, 0.269575, 4.175856], [0.384331, 1.141537, 3.850160], [0.794705, 2.224500, 4.817524], [0.148330, 3.539215, 4.351719], [2.259940, 2.385832, 5.197663], [-2.073622, -1.512524, 3.123337], [-2.960236, -1.295928, 4.362637], [-3.008181, -1.729546, 1.936897], [2.682014, 0.584289, 0.874666], [2.146195, -0.047909, -0.276134], [3.207114, -0.561991, -0.990366], [4.340725, -0.359880, -0.258445], [4.007688, 0.373308, 0.878835], [5.110536, 0.822613, 1.800378], [5.879393, 1.968948, 1.120001], [4.787815, 1.129677, 3.251249], [3.309520, -1.112319, -2.396693], [3.876395, 0.004224, -3.291960], [2.102826, -1.764424, -3.072173], [-2.006050, 3.298754, -3.805368], [-1.073679, 4.530556, -2.969770], [-0.289244, 3.028968, -3.439552], [-1.843157, 1.785697, -1.894034], [-2.737430, 4.560305, -1.011158], [-3.722116, 3.378204, -1.863587], [-3.181785, 3.061723, -0.204638], [-0.193817, 5.124350, -0.752516], [1.419139, 5.775747, 1.246722], [3.751009, 3.904116, 1.856854], [3.607103, 5.601665, 2.270266], [2.534023, 4.440559, 3.026779], [3.510082, 4.602640, -0.649321], [2.216930, 5.719473, -1.105774], [3.500982, 6.253144, -0.023266], [2.531407, 2.207611, 2.431700], [-1.100952, 0.201460, 5.149113], [0.279259, 1.928277, 5.733030], [0.459267, 3.802215, 3.339556], [-0.939873, 3.469987, 4.362494], [0.441022, 4.348999, 5.019817], [2.828923, 2.912694, 4.440217], [2.308225, 2.979743, 6.109902], [2.737150, 1.428799, 5.403146], [-1.530912, -2.444027, 3.301501], [-3.388341, -0.292307, 4.372167], [-3.779514, -2.013228, 4.342315], [-2.426619, -1.457857, 5.296033], [-3.719552, -0.897121, 1.873958], [-2.506978, -1.870038, 0.986534], [-3.604185, -2.621254, 2.130411], [5.337640, -0.662455, -0.534605], [5.777561, -0.044179, 1.796335], [5.225812, 2.813911, 0.903579], [6.671281, 2.314068, 1.783862], [6.338926, 1.649569, 0.185159], [4.451167, 2.154378, 3.374935], [4.039003, 0.451714, 3.660986], [5.696869, 1.018307, 3.841270], [4.085787, -1.873625, -2.305039], [3.168307, 0.835994, -3.372008], [4.813356, 0.402970, -2.907887], [4.058669, -0.385184, -4.293579], [1.703586, -1.125999, -3.857346], [2.396559, -2.699816, -3.546307], [1.299446, -2.002321, -2.389799], [-2.241463, -0.403660, -5.202855], [-1.094423, -0.071635, -4.340177], [0.096194, 0.445839, -5.026018], [-1.148337, -0.256343, -3.031140], [-0.162127, -0.031084, -2.177982], [-2.359756, -0.703160, -2.526605], [-2.851980, -0.412706, -1.278128], [-4.160760, -0.585660, -1.116186], [-2.057908, 0.022581, -0.335616], [-1.975015, -0.170109, -6.227550], [-3.115427, 0.193315, -4.938908], [-2.469627, -1.471111, -5.166390], [-0.238955, 1.074798, -5.846473], [0.702279, -0.364726, -5.426846], [0.693066, 1.076232, -4.370712], [0.669382, 0.330462, -2.630871], [-3.008476, -1.098080, -3.188722], [-4.779009, -0.811641, -1.879153], [-4.578472, -0.502547, -0.202922], [-2.557889, 0.319344, 0.494576], [-0.667507, -4.133230, 1.467507], [0.014550, -3.510875, 0.261840], [-0.211280, -2.103017, 0.169885], [-0.528708, -4.154833, -1.050552], [-0.507313, -3.273135, -2.077125], [0.185651, -5.211420, -1.396110], [-1.799350, -4.521546, -0.897256], [1.544423, -3.706579, 0.449127], [1.843709, -4.943471, 0.789347], [1.950686, -2.879991, 1.429705], [2.243252, -3.381251, -0.648743], [-1.737252, -3.958912, 1.446010], [-0.228717, -3.731919, 2.377805], [-0.498897, -5.209591, 1.457469]],
  "forces_ev_per_a": [[-0.7, 0.7, 0.5], [0.0, 0.0, 0.0], [0.0, 0.0, 0.0], [0.0, 0.0, 0.0], [0.1, 0.0, -0.1], [0.0, 0.0, 0.0], [0.0, 0.0, 0.0], [0.0, 0.0, 0.0], [0.0, 0.0, 0.0], [0.0, 0.0, 0.0], [0.0, 0.0, 0.0], [-0.1, 0.0, 0.1], [0.0, 0.0, -0.1], [-0.1, 0.1, 0.0], [0.3, -0.3, -0.2], [-0.2, 0.1, 0.2], [0.0, 0.0, -0.1], [-0.1, 0.0, 0.0], [0.0, 0.0, 0.0], [0.0, 0.0, 0.0], [0.0, 0.0, 0.0], [0.1, -0.1, 0.0], [0.0, 0.0, 0.0], [0.0, 0.1, 0.0], [-0.1, -0.2, 0.1], [-0.1, -0.1, -0.2], [0.0, -0.1, 0.1], [0.0, 0.1, -0.1], [0.0, -0.1, 0.0], [0.0, 0.0, 0.0], [0.0, 0.0, 0.0], [0.0, 0.0, 0.0], [0.0, 0.0, 0.0], [0.0, 0.0, 0.0], [0.0, -0.1, 0.1], [0.0, 0.0, 0.0], [0.0, 0.0, 0.0], [0.0, 0.0, 0.0], [0.0, 0.0, 0.0], [0.0, 0.0, 0.0], [0.0, 0.0, 0.0], [0.0, 0.0, 0.0], [0.0, 0.0, 0.0], [0.0, 0.0, 0.0], [0.0, 0.0, 0.0], [0.0, 0.0, 0.0], [0.0, 0.0, 0.0], [0.0, 0.0, 0.0], [0.0, 0.0, 0.0], [0.0, 0.0, 0.0], [0.0, 0.0, 0.0], [0.0, 0.0, 0.0], [0.0, 0.0, 0.0], [0.0, 0.0, 0.0], [0.0, 0.0, 0.0], [0.0, 0.0, 0.0], [0.1, 0.0, -0.1], [0.0, 0.0, 0.0], [0.0, 0.0, 0.0], [0.0, 0.0, -0.1], [0.0, 0.0, 0.0], [0.0, 0.0, 0.0], [0.0, 0.0, 0.0], [0.0, 0.0, 0.0], [0.0, -0.1, 0.0], [0.0, 0.0, 0.0], [0.0, 0.0, 0.0], [0.0, 0.0, 0.0], [0.0, 0.0, 0.0], [0.0, 0.0, 0.0], [0.0, 0.0, 0.0], [-0.1, 0.0, 0.0], [0.0, 0.0, 0.0], [0.0, 0.0, 0.0], [0.0, 0.0, 0.0], [0.0, 0.0, 0.0], [0.0, 0.0, 0.0], [0.0, 0.0, 0.0], [0.1, 0.0, 0.0], [0.0, 0.0, 0.0], [0.0, -0.1, 0.1], [0.0, 0.0, 0.0], [0.0, 0.0, 0.0], [0.0, 0.1, 0.0], [0.0, 0.1, 0.0], [0.0, -0.1, 0.1], [0.0, 0.0, 0.1], [0.0, 0.0, -0.1], [0.0, 0.0, 0.0], [0.2, -0.1, 0.1], [0.0, 0.0, 0.0], [0.0, 0.0, 0.0], [0.0, 0.0, 0.0], [0.0, 0.0, 0.0], [0.0, 0.0, 0.0], [0.0, 0.0, 0.0], [0.0, 0.0, 0.0], [0.0, 0.0, 0.0], [0.0, 0.0, 0.0], [0.0, 0.0, 0.0], [0.0, 0.0, 0.0], [0.0, -0.1, 0.0], [-0.1, 0.1, 0.1], [0.6, -0.2, -0.5], [0.1, 0.1, -0.1], [0.1, -0.1, 0.1], [0.0, 0.0, 0.1], [-0.1, 0.1, 0.0], [0.1, 0.1, -0.1], [0.0, 0.0, 0.0], [0.0, 0.0, 0.0], [-0.1, 0.0, 0.0], [0.0, 0.0, 0.0], [0.0, 0.0, 0.0], [0.0, 0.0, 0.0]],
  "lowdin_charge": [2.0052, -0.0363, -0.3810, -0.0358, -0.2215, 0.0517, -0.1445, -0.3225, -0.0488, -0.0342, 0.0613, -0.0494, -0.4664, 0.0671, -0.0573, -0.1636, 0.0582, -0.1333, -0.3210, -0.0187, -0.0375, -0.3272, -0.0501, -0.0851, 0.0856, -0.0690, -0.2080, 0.0512, -0.1352, -0.3258, -0.0192, -0.0505, -0.3277, -0.0298, -0.0591, 0.0908, 0.0935, 0.0713, 0.0657, 0.0940, 0.0909, 0.0806, 0.1418, 0.1545, 0.0535, 0.1048, 0.0566, 0.0889, 0.0810, 0.0963, 0.0962, 0.1297, 0.1402, 0.0621, 0.0935, 0.1026, 0.0407, 0.1032, 0.0893, 0.1239, 0.1012, 0.0962, 0.0911, 0.0850, 0.0313, 0.1036, 0.1533, 0.1505, 0.0669, 0.1028, 0.0875, 0.0553, 0.0854, 0.1047, 0.1482, 0.0805, 0.0885, 0.1005, 0.0396, 0.1114, 0.0219, 0.0164, -0.0785, 0.0045, -0.3775, 0.0048, 0.1929, -0.4466, 0.2518, -0.0013, 0.1104, 0.1106, 0.1134, 0.1141, 0.1072, 0.0779, 0.0647, 0.1419, 0.1446, 0.1290, 0.0912, 0.0440, -0.2997, -0.2677, -0.5521, 0.1267, 0.2198, 0.1821, -0.5711, 0.2197, 0.1583, 0.1721, 0.0876, 0.1056, 0.1300]
}